Arrangement one

# C4H8IN2

A 2-piece molecular cluster, C4H8IN2 overall (ωB97M-V/def2-TZVPD, the Open Molecules 2025 dataset).

- orbital gap (eV) = 8.40
- E_HOMO (eV) = -13.5
- total charge = +1

Positions of all 15 atoms, in Å:
1 H 1.26 -1.59 1.69
2 H 2.30 -1.68 0.10
3 H 1.88 -0.23 0.47
4 H -0.46 0.67 -1.85
5 C 0.11 -1.41 0.10
6 H 0.07 -1.50 -0.96
7 I -2.10 1.15 1.84
8 N 1.56 1.16 0.65
9 C -0.73 0.93 0.19
10 N 0.46 1.43 0.53
11 C -1.21 1.06 -1.22
12 C 1.34 -1.29 0.67
13 H -0.83 -1.65 0.59
14 H -1.41 2.11 -1.49
15 H -2.24 0.84 -1.32



Arrangement two

# C4H8IN2

A 2-piece molecular cluster, C4H8IN2 overall (ωB97M-V/def2-TZVPD, the Open Molecules 2025 dataset).

- orbital gap (spin up / spin down) (eV) = 7.80 / 8.19
- E_HOMO (spin up / spin down) (eV) = -12.6 / -12.3
- total charge = +1

Positions of all 15 atoms, in Å:
1 N -0.24 -0.56 1.12
2 H 1.46 -2.12 -1.01
3 H -0.43 -0.27 2.05
4 C 0.78 -1.32 0.79
5 H 1.44 -1.85 1.43
6 I -2.96 0.07 -0.14
7 C -0.83 -0.01 -0.05
8 C 0.23 2.31 0.25
9 H -0.89 -1.54 -1.63
10 H 0.85 2.91 -0.45
11 H 0.07 0.05 -2.02
12 N 0.83 -1.42 -0.54
13 H -0.85 2.65 0.30
14 H 0.73 1.82 1.16
15 C -0.19 -0.71 -1.25



Most stable structure, least stable structure: arrangement two, arrangement one.



Arrangement one

# H30O15

A 15-piece molecular cluster, H30O15 overall (ωB97M-V/def2-TZVPD, the Open Molecules 2025 dataset).

- orbital gap (eV) = 9.27
- E_HOMO (eV) = -10.0

Positions of all 45 atoms, in Å:
1 H -0.89 1.75 1.46
2 O -3.85 0.41 -1.39
3 H -2.32 2.32 0.25
4 O -2.62 -3.06 -1.96
5 O -2.29 -1.73 0.66
6 O 2.92 0.40 -1.67
7 O -2.52 1.50 0.70
8 H 2.15 0.83 -1.35
9 H 0.87 -2.38 -2.46
10 O 3.36 0.09 1.26
11 H 0.85 -2.50 2.17
12 H 4.06 0.78 1.25
13 H -3.36 0.86 -0.66
14 H -2.26 -2.64 -1.18
15 O 0.49 -3.49 0.11
16 H 0.95 -4.29 0.51
17 H 0.21 0.55 0.41
18 O 1.07 -1.58 2.14
19 O 2.89 2.95 0.10
20 O 0.38 -1.52 -2.51
21 H 2.09 2.58 -0.17
22 H 1.20 -3.00 -0.28
23 O -0.02 -0.35 0.13
24 H 3.60 0.49 -0.99
25 O 0.59 2.30 -1.36
26 H 0.83 -1.25 1.30
27 H 2.65 0.30 1.84
28 H 1.74 1.25 4.36
29 H -1.88 -3.27 -2.46
30 H 0.13 2.93 1.13
31 H -2.69 1.71 1.67
32 H 0.05 -1.34 -1.67
33 O 0.01 2.06 1.50
34 H 1.06 1.59 3.06
35 O 1.60 0.98 3.45
36 O -1.53 0.76 -2.74
37 H -1.33 0.17 -3.45
38 H -4.08 -0.37 -0.91
39 H -2.29 0.44 -2.24
40 H -1.93 -2.25 1.41
41 H 0.92 2.47 -2.24
42 H -2.96 -1.24 1.16
43 H 3.15 2.58 0.95
44 H -0.92 -0.47 0.24
45 H -0.09 1.66 -1.52



Arrangement two

# H30O15

A 15-piece molecular cluster, H30O15 overall (ωB97M-V/def2-TZVPD, the Open Molecules 2025 dataset).

- orbital gap (eV) = 7.06
- E_HOMO (eV) = -7.1

Positions of all 45 atoms, in Å:
1 H -1.92 1.16 -3.96
2 H 1.70 3.75 1.37
3 H -0.66 2.02 0.79
4 H -0.85 1.90 2.87
5 O 1.63 2.98 1.94
6 H 5.15 -2.59 -0.01
7 H 2.42 -1.33 -2.78
8 H 3.78 -2.48 -0.61
9 O 2.00 -1.19 2.91
10 H 2.66 -1.88 2.62
11 O -1.56 1.89 0.64
12 O -3.98 -1.37 1.79
13 H -4.22 -0.42 1.89
14 O -2.38 -2.79 0.34
15 H 0.81 0.70 -1.96
16 H -3.65 -1.59 2.63
17 H 1.83 -1.54 3.74
18 H -0.88 -0.22 -0.35
19 O 2.13 -0.15 0.19
20 H -1.97 2.58 1.16
21 H 2.48 2.51 1.69
22 H 0.30 1.26 2.05
23 H 1.90 4.24 -1.97
24 H 1.97 2.74 -2.33
25 H -0.40 1.19 -2.85
26 H -0.68 -2.94 -0.70
27 O 0.00 -0.38 0.02
28 O 1.95 3.36 -1.58
29 H -2.57 0.14 -3.04
30 H -4.12 0.78 -0.59
31 H 0.71 -2.31 -0.90
32 H -5.25 0.00 0.01
33 H -2.63 -1.98 0.69
34 O 1.99 -1.24 -1.91
35 O -4.50 -0.04 -0.59
36 H 2.66 -1.48 -1.34
37 O -0.23 0.73 -2.04
38 H 3.14 -0.19 0.02
39 O 4.64 -2.87 -0.80
40 O -2.27 1.06 -3.07
41 O 0.14 1.90 2.69
42 H -0.10 -0.31 0.98
43 O -0.19 -2.17 -0.56
44 H -3.13 -3.07 -0.24
45 H 2.13 -0.36 1.13



Arrangement three

# H30O15

A 15-piece molecular cluster, H30O15 overall (ωB97M-V/def2-TZVPD, the Open Molecules 2025 dataset).

- orbital gap (eV) = 8.32
- E_HOMO (eV) = -9.4

Positions of all 45 atoms, in Å:
1 H 11.98 5.88 16.05
2 H 12.38 8.83 16.86
3 H 10.77 9.10 15.26
4 H 8.25 5.77 19.26
5 O 8.73 10.00 16.09
6 O 6.89 7.38 17.84
7 H 8.78 9.88 17.04
8 O 7.36 10.08 13.43
9 H 7.22 7.08 14.13
10 H 6.53 10.10 13.10
11 O 9.40 6.77 16.14
12 H 10.75 8.05 20.21
13 O 7.82 7.49 13.48
14 H 12.17 5.22 18.56
15 H 8.83 3.81 16.62
16 O 12.15 5.70 15.14
17 H 9.53 5.08 16.13
18 H 7.54 9.18 13.71
19 H 7.51 6.88 17.26
20 H 9.26 4.64 19.39
21 O 11.40 8.70 16.92
22 H 8.64 6.97 13.52
23 H 10.15 6.93 19.32
24 H 7.41 8.12 18.16
25 O 9.98 6.14 13.36
26 O 9.63 4.11 16.15
27 H 9.39 9.14 19.02
28 H 9.16 7.42 15.49
29 H 8.08 9.62 19.44
30 O 10.79 7.66 19.30
31 O 10.91 9.23 14.33
32 H 11.94 6.64 18.32
33 H 11.27 8.15 17.69
34 H 9.48 5.27 13.33
35 H 8.64 10.92 15.99
36 O 9.12 5.50 18.95
37 H 11.85 4.83 15.12
38 H 10.35 6.04 14.24
39 O 6.14 8.39 15.51
40 H 11.64 8.73 13.97
41 H 9.79 7.20 16.93
42 O 12.31 5.88 17.88
43 H 6.09 7.82 16.29
44 O 8.49 9.13 18.72
45 H 6.87 8.96 15.65



Most stable structure, least stable structure: arrangement three, arrangement two.



Arrangement one

# H30O15

A 15-piece molecular cluster, H30O15 overall (ωB97M-V/def2-TZVPD, the Open Molecules 2025 dataset).

- orbital gap (eV) = 8.50
- E_HOMO (eV) = -9.7

Positions of all 45 atoms, in Å:
1 O -3.39 1.28 -0.84
2 H -1.99 -2.17 -1.57
3 H 0.39 -2.64 2.79
4 H 1.65 2.70 2.30
5 H 2.58 -2.62 -0.67
6 H 0.59 -0.95 -0.01
7 O -1.01 1.79 -2.00
8 O 3.81 0.89 -0.21
9 H 2.14 1.47 -0.89
10 H 2.21 -1.29 2.28
11 H 3.25 0.34 0.34
12 H 1.23 -3.01 -1.27
13 H 1.74 -0.21 -2.89
14 H 0.73 1.70 1.71
15 H -2.96 0.56 -0.39
16 H -0.66 1.18 3.80
17 O -0.34 -2.29 2.28
18 H -1.55 -0.87 -1.42
19 H 0.84 1.00 -0.30
20 H 3.74 0.44 -1.04
21 O -3.17 -0.75 0.75
22 O 0.04 -0.36 -3.63
23 H -2.40 2.47 0.67
24 H -0.99 -0.22 3.15
25 O 2.16 -0.41 1.86
26 O -1.29 0.52 3.68
27 O -1.97 -1.36 -2.07
28 O 1.65 -2.29 -0.77
29 H 2.58 0.20 2.50
30 H -0.78 1.12 -2.62
31 H -3.11 -1.66 1.16
32 O 1.33 1.80 -0.50
33 H -0.22 1.84 -1.48
34 H -0.79 -0.49 0.68
35 H -0.52 -0.80 -3.03
36 O -2.20 2.36 1.61
37 H -1.27 2.21 1.64
38 H -4.11 -0.55 1.05
39 O 2.53 -0.23 -2.41
40 O 0.77 2.41 2.38
41 H -0.28 -2.65 1.41
42 O -0.19 -0.36 -0.09
43 H -2.81 1.30 -1.55
44 H -0.39 -0.39 -4.45
45 H 2.45 -1.05 -1.93



Arrangement two

# H30O15

A 15-piece molecular cluster, H30O15 overall (ωB97M-V/def2-TZVPD, the Open Molecules 2025 dataset).

- orbital gap (eV) = 9.24
- E_HOMO (eV) = -9.5

Positions of all 45 atoms, in Å:
1 O -1.20 -1.22 -2.83
2 H 4.70 -2.00 -0.33
3 O 1.22 0.86 -3.45
4 H -1.20 -2.28 2.68
5 H -2.31 -2.44 -2.40
6 O -2.95 -2.59 -1.69
7 O -1.67 -2.96 3.17
8 H 3.02 0.42 2.88
9 H 0.95 -0.73 0.06
10 O -1.85 2.99 1.34
11 H -1.84 -0.41 1.51
12 O 1.96 -3.19 1.79
13 H 4.04 -0.89 0.47
14 H -2.10 -2.48 3.89
15 O 0.15 -0.76 0.58
16 H -0.54 0.15 4.75
17 H 3.51 1.89 -2.14
18 H -4.40 0.39 -1.46
19 H -2.82 -0.18 0.37
20 O -1.67 3.58 -1.77
21 H -2.40 3.02 -2.03
22 H 3.71 2.73 -3.39
23 H 0.59 -0.87 4.82
24 H 0.73 0.96 -4.27
25 O 1.44 3.67 -1.25
26 H 2.07 4.13 -1.82
27 H 4.08 -0.38 2.14
28 O 3.55 2.80 -2.44
29 O -3.69 -0.21 -1.70
30 H -0.58 -1.75 -3.35
31 H 0.62 1.23 -2.78
32 H -0.81 -0.34 -2.82
33 O 3.15 -0.13 2.09
34 H -2.58 -3.30 -1.17
35 H -1.97 4.47 -1.97
36 H -0.18 0.15 0.56
37 O -0.37 -0.80 4.79
38 H -1.71 2.04 1.39
39 H 1.79 -3.97 2.33
40 O 4.11 -1.85 0.41
41 H -3.27 0.23 -2.45
42 H 2.91 -3.05 1.88
43 H 1.11 4.35 -0.66
44 H -1.28 3.35 2.02
45 O -2.65 -0.76 1.12



Arrangement three

# H30O15

A 15-piece molecular cluster, H30O15 overall (ωB97M-V/def2-TZVPD, the Open Molecules 2025 dataset).

- orbital gap (eV) = 9.36
- E_HOMO (eV) = -9.6

Positions of all 45 atoms, in Å:
1 H 19.65 -8.79 -2.70
2 O 19.98 -10.19 -5.40
3 H 19.12 -6.58 -7.76
4 H 18.63 -7.05 -6.48
5 O 20.22 -6.52 -4.28
6 O 19.59 -3.74 -6.59
7 O 17.51 -5.71 -4.16
8 O 21.36 -4.06 -3.60
9 O 18.02 -8.40 -5.72
10 H 19.18 -7.46 -2.95
11 H 18.50 -9.20 -5.56
12 H 21.18 -9.00 -2.68
13 H 21.90 -4.21 -2.83
14 H 19.54 -6.17 -4.77
15 H 17.87 -6.53 -3.77
16 H 21.31 -4.92 -3.99
17 O 16.80 -4.13 -6.43
18 H 17.19 -8.69 -6.04
19 H 20.04 -4.21 -0.72
20 H 20.10 -10.18 -4.47
21 H 20.96 -7.79 -6.74
22 H 19.35 -4.69 -6.77
23 H 22.60 -8.70 -4.11
24 O 18.57 -3.10 -3.87
25 O 20.35 -9.46 -2.78
26 O 21.72 -7.80 -6.18
27 O 22.89 -9.59 -4.20
28 H 23.07 -9.66 -5.15
29 H 16.70 -4.02 -7.39
30 H 18.32 -7.45 -1.68
31 H 19.22 -3.38 -4.52
32 H 17.41 -4.79 -6.16
33 H 17.12 -5.33 -3.37
34 H 22.21 -6.97 -6.39
35 O 18.34 -7.81 -2.58
36 H 19.47 -3.31 -7.46
37 O 20.11 -5.06 -1.08
38 O 19.22 -6.34 -6.84
39 H 20.87 -6.84 -4.93
40 H 23.48 -6.37 -4.28
41 H 17.94 -3.81 -3.89
42 O 23.45 -5.72 -4.93
43 H 24.24 -5.17 -4.87
44 H 20.76 -9.70 -5.65
45 H 20.43 -5.09 -1.97



Arrangement four

# H30O15

A 15-piece molecular cluster, H30O15 overall (ωB97M-V/def2-TZVPD, the Open Molecules 2025 dataset).

- orbital gap (eV) = 7.96
- E_HOMO (eV) = -8.3

Positions of all 45 atoms, in Å:
1 O 0.16 -0.17 0.19
2 H -0.10 1.74 -3.99
3 H 0.27 -1.13 -0.09
4 H -3.58 0.29 -2.82
5 H 4.47 -1.88 0.56
6 O 2.32 -2.75 3.87
7 O -1.44 -1.58 0.91
8 O 0.61 -4.02 1.12
9 H -1.86 -0.85 0.44
10 O 0.37 2.44 -3.52
11 H 0.66 4.10 -0.51
12 H 1.41 -2.69 3.38
13 H 3.73 -1.19 -2.73
14 H 2.75 -0.93 -0.04
15 H -3.58 2.83 0.86
16 H 0.06 3.24 -4.11
17 H 3.05 -2.69 3.27
18 H -1.10 -0.43 3.97
19 H 0.09 3.94 -1.92
20 H 3.38 0.16 -2.10
21 H 3.84 -0.88 1.53
22 O 3.16 -0.40 -2.84
23 H -5.03 -1.45 -0.43
24 H 0.47 2.48 -0.27
25 H -0.05 -3.61 1.73
26 O -4.42 2.52 0.62
27 O -2.69 0.01 -2.70
28 O 1.14 0.97 -1.66
29 H -2.78 -0.96 -2.47
30 H 0.06 -4.36 0.45
31 H 1.00 0.35 -2.36
32 H -1.33 -0.87 5.50
33 O 4.60 -1.31 1.33
34 H -0.46 0.12 -0.43
35 H 0.25 1.91 1.22
36 H -5.77 -0.21 -0.30
37 O 2.15 -0.31 -0.39
38 O 0.46 4.57 -1.24
39 O 0.32 1.73 0.27
40 H 2.17 0.46 0.21
41 H -2.23 -2.01 1.16
42 O -4.91 -0.47 -0.31
43 H 0.34 1.61 -1.66
44 H -4.24 2.18 -0.26
45 O -1.32 -1.14 4.64



Most stable structure, least stable structure: arrangement three, arrangement four.



Arrangement one

# C8H8N3O

A 2-piece molecular cluster, C8H8N3O overall (ωB97M-V/def2-TZVPD, the Open Molecules 2025 dataset).

- orbital gap (spin up / spin down) (eV) = 4.42 / 5.52
- E_HOMO (spin up / spin down) (eV) = -12.6 / -12.6
- total charge = +1

Positions of all 20 atoms, in Å:
1 O -5.21 -1.34 -1.37
2 H 4.70 -0.66 0.58
3 C 2.86 1.01 1.07
4 C -2.81 -0.39 -0.02
5 C 4.37 -0.83 1.58
6 C -2.05 -0.30 -2.34
7 N 1.94 1.73 0.70
8 N -4.12 -1.53 -1.77
9 H 2.11 2.66 0.47
10 H 5.10 -0.66 2.27
11 H -1.83 0.71 1.40
12 C -2.94 -0.71 -1.34
13 C -0.87 0.86 -0.52
14 H -3.63 -0.65 0.66
15 N 3.44 0.21 1.75
16 C -1.87 0.49 0.38
17 H -2.08 -0.58 -3.39
18 C -1.04 0.37 -1.79
19 H 0.11 1.39 -0.18
20 H 3.82 -1.76 1.83



Arrangement two

# C8H8N3O

An isolated ion of composition C8H8N3O and charge +1 (ωB97M-V/def2-TZVPD, the Open Molecules 2025 dataset).

- orbital gap (spin up / spin down) (eV) = 6.75 / 7.31
- E_HOMO (spin up / spin down) (eV) = -11.6 / -12.2
- total charge = +1

Positions of all 20 atoms, in Å:
1 C -0.02 -0.80 -1.23
2 H 1.94 0.84 2.37
3 C 1.73 0.28 1.38
4 H 2.57 -1.51 -1.19
5 H 1.30 0.87 -1.51
6 H -2.75 -1.92 -0.45
7 H -2.86 1.90 1.15
8 C -2.53 0.91 0.67
9 H 3.62 -1.05 1.19
10 N 0.77 0.64 0.60
11 N -3.12 -0.21 0.47
12 N -1.27 -0.22 -0.85
13 C 2.24 -0.80 -0.44
14 H -1.25 1.91 -1.05
15 C -2.33 -0.96 -0.34
16 H -0.17 -1.77 -1.35
17 C 2.61 -0.70 0.78
18 C 1.10 0.03 -0.70
19 O -0.22 1.50 0.75
20 C -1.36 1.08 -0.27



Most stable structure, least stable structure: arrangement two, arrangement one.



Arrangement one

# C5H11NO

An isolated ion of composition C5H11NO and charge +1 (ωB97M-V/def2-TZVPD, the Open Molecules 2025 dataset).

- orbital gap (spin up / spin down) (eV) = 10.82 / 7.71
- multiplicity = 2
- E_HOMO (spin up / spin down) (eV) = -14.8 / -15.2
- expectation value of S² = 0.7573
- total charge = +1

Positions of all 18 atoms, in Å:
1 C 0.78 0.99 -1.56
2 H -0.78 -0.72 2.07
3 H -1.72 0.63 1.58
4 N -0.69 -0.35 0.01
5 H -0.62 1.66 -0.09
6 H -0.51 -2.42 0.35
7 H -0.55 -1.99 -1.32
8 C 1.15 0.99 0.93
9 C -1.44 -0.37 1.28
10 H 2.14 0.67 0.53
11 C 0.09 0.83 -0.22
12 O 0.91 1.35 2.03
13 H 0.19 1.40 -2.38
14 C -0.17 -1.66 -0.35
15 H 1.69 1.58 -1.43
16 H -2.38 -0.87 1.01
17 H 0.99 0.00 -1.98
18 H 0.92 -1.73 -0.46



Arrangement two

# C5H11NO

An isolated ion of composition C5H11NO and charge +1 (ωB97M-V/def2-TZVPD, the Open Molecules 2025 dataset).

- orbital gap (spin up / spin down) (eV) = 10.74 / 5.95
- multiplicity = 2
- E_HOMO (spin up / spin down) (eV) = -15.0 / -14.9
- expectation value of S² = 0.7553
- total charge = +1

Positions of all 18 atoms, in Å:
1 H 2.45 -0.08 -1.67
2 C -0.91 0.00 -0.05
3 H -2.86 0.80 -0.15
4 C 0.53 0.18 0.62
5 H 1.31 -0.41 2.52
6 C -1.79 1.25 -0.11
7 C 1.53 -0.69 -1.44
8 H 0.94 1.08 0.22
9 O -0.88 0.08 2.59
10 H 0.98 -1.83 0.09
11 N 1.40 -0.87 0.09
12 H -1.71 1.97 -0.93
13 H -1.66 1.89 0.77
14 C 0.27 -0.05 2.10
15 H 0.69 -0.33 -2.03
16 H 1.83 -1.69 -1.89
17 H -0.83 -0.38 -1.15
18 H -1.29 -0.92 0.41



Arrangement three

# C5H11NO

An isolated ion of composition C5H11NO and charge +1 (ωB97M-V/def2-TZVPD, the Open Molecules 2025 dataset).

- orbital gap (spin up / spin down) (eV) = 11.21 / 6.97
- multiplicity = 2
- E_HOMO (spin up / spin down) (eV) = -14.7 / -14.7
- expectation value of S² = 0.7553
- total charge = +1

Positions of all 18 atoms, in Å:
1 C 0.59 1.60 0.68
2 H -1.36 -2.44 -0.30
3 C 0.18 1.01 -1.82
4 C -1.38 -1.34 -0.18
5 H 1.05 -2.33 0.78
6 O 0.68 2.00 -2.17
7 H -1.82 -1.01 -1.11
8 H 0.13 1.72 1.67
9 H 1.82 -0.72 0.68
10 H 0.63 2.63 0.32
11 C -0.15 0.70 -0.26
12 H 0.66 -1.12 1.99
13 H -0.24 0.21 -2.49
14 C 0.89 -1.25 0.92
15 H -2.02 -1.07 0.66
16 H 1.61 1.24 0.82
17 N -0.05 -0.74 -0.05
18 H -1.21 0.92 -0.15



Arrangement four

# C5H11NO

A 2-piece molecular cluster, C5H11NO overall (ωB97M-V/def2-TZVPD, the Open Molecules 2025 dataset).

- orbital gap (spin up / spin down) (eV) = 10.20 / 6.79
- multiplicity = 2
- E_HOMO (spin up / spin down) (eV) = -14.1 / -14.3
- expectation value of S² = 0.7646
- total charge = +1

Positions of all 18 atoms, in Å:
1 C 0.62 -0.97 -0.31
2 H 1.22 2.15 -0.25
3 H 0.64 0.28 1.55
4 H -1.32 0.72 -0.69
5 H -0.02 -4.07 -1.32
6 C 0.32 0.17 0.53
7 N 0.50 -3.32 -0.92
8 H -1.18 -2.27 -0.49
9 H 1.49 -3.59 -0.65
10 C -0.07 -2.12 -0.52
11 H 1.63 -1.05 -0.78
12 H -2.67 1.57 1.06
13 H -1.23 1.48 2.18
14 C -0.82 0.81 0.29
15 H -1.16 2.71 0.97
16 O 1.71 2.43 -1.10
17 H 1.90 3.32 -0.78
18 C -1.55 1.74 1.21



Most stable structure, least stable structure: arrangement one, arrangement two.